(1)
Below is a structure of composition C24H21IrN4O2PS2, with properties calculated with the ωB97M-V functional and the def2-TZVPD basis.

For the molar mass, the calculation gives 684.8 g mol⁻¹. As for the largest force on an atom: 2.67 eV/Å. The calculation puts the HOMO energy at -11.14 eV. Its charge is +1.

The geometry in XYZ format:
```
55
Properties=species:S:1:pos:R:3:forces:R:3:lowdin_charge:R:1
Ir -0.9596 0.4633 -1.3744 -2.419 -1.110 -0.132 0.680
C -3.9479 -1.0428 2.7728 -0.041 -0.014 -0.008 -0.006
O -3.4254 0.0754 2.0341 -0.105 0.026 -0.087 0.039
C -2.8488 -0.0969 0.8708 -0.040 -0.064 0.040 -0.563
O -2.4369 0.8703 0.2400 0.665 0.552 0.395 -0.034
N -2.6972 -1.3553 0.3904 -0.059 -0.149 0.068 0.061
N -2.0531 -1.4871 -0.8472 0.585 0.174 -0.063 -0.016
H -4.2555 -0.6357 3.7285 -0.003 0.013 0.008 0.109
H -3.1782 -1.7991 2.9317 0.025 0.022 0.013 0.098
H -4.8176 -1.4631 2.2671 0.009 0.000 -0.025 0.109
H -3.1823 -2.1482 0.7755 0.016 -0.048 -0.013 0.151
H -2.7147 -1.6589 -1.6002 -0.076 0.017 0.001 0.118
H -1.3838 -2.2521 -0.7893 0.007 -0.043 -0.029 0.088
S -1.0154 -0.0124 -3.5836 0.589 -0.125 0.048 0.600
C -1.2388 1.7017 -3.8355 0.427 0.198 -0.313 -1.095
S -0.8908 2.5165 -2.3451 0.406 0.166 0.284 0.621
C -1.6401 2.2697 -4.9878 -0.148 0.118 -0.313 -0.337
C -1.7859 3.6940 -5.0906 -0.091 -0.173 -0.024 -0.206
N -1.9067 4.8343 -5.1623 0.042 -0.008 0.041 0.192
C -1.9443 1.4484 -6.1262 0.032 0.106 0.136 -0.213
N -2.1886 0.7519 -7.0070 0.018 0.000 0.014 0.188
C 5.0190 1.0736 -0.7916 -0.011 -0.023 0.020 -0.054
C 4.0630 1.2878 -1.7716 0.014 -0.014 0.011 -0.054
C 2.7370 0.9522 -1.5289 0.017 -0.018 -0.026 -0.079
C 2.3864 0.4032 -0.3016 -0.033 0.060 -0.408 -0.357
C 3.3457 0.1852 0.6878 0.029 -0.008 -0.057 -0.069
C 4.6628 0.5223 0.4367 0.019 -0.004 -0.017 -0.056
P 0.6842 -0.0017 0.0727 -0.247 0.471 0.337 0.910
C 0.6767 -1.7914 0.3813 0.104 -0.077 -0.064 -0.355
C 1.0101 -2.5301 -0.7644 0.071 -0.033 0.033 -0.117
C 1.0223 -3.9143 -0.7366 -0.009 -0.004 -0.006 -0.055
C 0.7006 -4.5863 0.4374 -0.035 -0.002 0.023 -0.056
C 0.3702 -3.8667 1.5743 -0.023 0.019 -0.014 -0.061
C 0.3499 -2.4754 1.5492 0.045 -0.035 -0.061 -0.078
C 0.2964 1.0637 1.4948 -0.001 -0.078 0.096 -0.340
C 0.3247 2.4224 1.1548 0.070 -0.008 0.065 -0.106
C 0.0084 3.3907 2.0890 0.005 -0.001 -0.014 -0.042
C -0.3422 3.0206 3.3807 -0.013 0.001 0.017 -0.051
C -0.3786 1.6809 3.7269 -0.011 -0.031 -0.008 -0.061
C -0.0678 0.7030 2.7897 0.022 0.045 -0.038 -0.080
H 6.0519 1.3334 -0.9821 -0.006 0.006 0.006 0.114
H 4.3479 1.7133 -2.7243 -0.017 0.008 0.002 0.115
H 1.9782 1.1157 -2.2862 0.023 0.015 0.022 0.081
H 3.0641 -0.2425 1.6437 0.014 0.020 0.005 0.116
H 5.4159 0.3565 1.1953 -0.006 0.007 -0.001 0.114
H 1.2609 -2.0113 -1.6843 0.041 -0.006 0.009 0.109
H 1.2892 -4.4694 -1.6262 -0.003 0.014 -0.003 0.118
H 0.7079 -5.6679 0.4647 0.027 0.008 -0.004 0.116
H 0.1327 -4.3856 2.4937 -0.004 0.004 -0.003 0.114
H 0.0925 -1.9509 2.4523 0.012 -0.021 0.017 0.077
H 0.6038 2.7222 0.1511 0.030 0.024 0.015 0.079
H 0.0326 4.4352 1.8093 0.017 -0.005 -0.007 0.119
H -0.5837 3.7770 4.1156 -0.008 -0.003 -0.012 0.115
H -0.6479 1.3873 4.7331 0.010 0.001 -0.006 0.113
H -0.1035 -0.3264 3.1023 0.017 0.011 0.030 0.076
```
Forces are in eV/Å.

***

(2)
Below is the molecule C24H21N5O4S, with properties calculated with the ωB97M-V functional and the def2-TZVPD basis.

For the molar mass, the calculation gives 475.5 g mol⁻¹. The structure (SMILES) is CCOc1ccccc1-n1nnnc1SCC(=O)Nc1cc2oc3ccccc3c2cc1OC. As for the largest force on an atom: 1.65 eV/Å. The calculation puts the HOMO energy at -7.78 eV.

The geometry in XYZ format:
```
55
Properties=species:S:1:pos:R:3:forces:R:3:lowdin_charge:R:1
C 0.8238 2.6881 -5.7356 -0.209 -0.032 0.373 -0.061
C 0.0035 3.0251 -4.5019 0.106 0.370 -0.337 -0.248
O -0.2412 1.8146 -3.8067 -0.317 -0.166 0.115 -0.139
C -0.9802 1.8370 -2.6723 -0.175 -0.257 0.195 -0.213
C -1.5673 2.9633 -2.1073 0.176 0.080 -0.206 -0.006
C -2.3552 2.8483 -0.9740 -0.040 -0.082 0.046 -0.082
C -2.5721 1.6178 -0.3793 -0.084 0.036 -0.007 -0.092
C -1.9800 0.4881 -0.9135 0.125 0.078 -0.132 -0.002
C -1.1864 0.5986 -2.0429 -0.284 0.545 0.216 -0.137
N -0.6066 -0.5555 -2.5801 1.351 -0.595 -0.728 -0.034
N -1.2488 -1.7285 -2.6609 -1.274 0.266 0.360 0.065
N -0.4492 -2.5722 -3.1594 -0.521 -1.037 0.048 -0.027
N 0.7274 -2.0367 -3.4274 1.040 0.728 -0.272 0.052
C 0.6426 -0.7731 -3.0758 -0.505 0.057 0.172 -0.583
S 1.9304 0.3874 -3.1009 0.721 0.086 -0.187 1.040
C 3.2231 -0.7500 -2.4956 -0.304 -0.020 -0.151 -0.328
C 2.8216 -1.4188 -1.1803 0.186 0.204 -0.259 -0.532
O 3.1528 -2.5511 -0.9270 0.058 -0.278 0.094 0.090
N 2.0866 -0.6074 -0.3784 -0.156 0.534 0.257 0.117
C 1.4137 -0.9076 0.8057 -0.040 -0.079 0.149 -0.130
C 1.3969 -2.1745 1.3635 -0.030 -0.258 0.149 0.102
C 0.6710 -2.3434 2.5299 -0.363 1.244 -0.001 -0.182
O 0.5369 -3.4986 3.2329 0.179 -0.489 -0.066 0.120
C -0.2498 -3.2047 4.3024 -0.522 0.697 0.494 -0.193
C -0.6504 -4.0799 5.2960 0.196 -0.082 -0.267 0.005
C -1.4531 -3.5731 6.3024 0.005 -0.016 -0.001 -0.087
C -1.8443 -2.2364 6.3175 -0.109 0.070 0.133 -0.096
C -1.4448 -1.3625 5.3261 0.100 -0.079 -0.117 -0.020
C -0.6375 -1.8484 4.3051 0.065 -0.578 0.154 -0.101
C -0.0276 -1.2835 3.1338 0.425 -0.488 -0.435 -0.095
C -0.0060 -0.0129 2.5644 0.068 0.009 -0.125 0.056
C 0.7132 0.1722 1.4025 0.029 0.083 0.002 -0.205
O 0.8230 1.3707 0.7321 0.145 -0.575 -0.027 -0.109
C 0.3174 2.5241 1.3575 -0.065 0.230 0.101 -0.079
H 0.2789 1.9902 -6.3652 -0.031 -0.049 -0.095 0.085
H 1.7617 2.2278 -5.4391 0.102 -0.020 -0.051 0.051
H 1.0289 3.5932 -6.2995 0.023 0.091 -0.068 0.080
H -0.9511 3.4843 -4.7912 0.099 -0.026 0.119 0.129
H 0.5541 3.7196 -3.8545 -0.116 -0.049 -0.005 0.130
H -1.4248 3.9331 -2.5559 0.027 0.073 -0.077 0.108
H -2.8072 3.7366 -0.5587 -0.041 0.082 0.032 0.110
H -3.1986 1.5341 0.4949 -0.055 -0.008 0.088 0.109
H -2.1239 -0.4863 -0.4733 0.012 -0.093 0.042 0.122
H 3.4070 -1.5206 -3.2428 0.033 0.012 0.189 0.087
H 4.1208 -0.1461 -2.3597 0.013 0.012 -0.010 0.089
H 1.9465 0.3520 -0.6793 0.023 -0.263 -0.078 0.094
H 1.9317 -2.9867 0.9026 0.062 -0.033 -0.062 0.120
H -0.3441 -5.1132 5.2781 0.029 -0.131 0.011 0.117
H -1.7835 -4.2285 7.0939 -0.020 -0.066 0.057 0.101
H -2.4713 -1.8808 7.1215 -0.051 0.027 0.065 0.099
H -1.7487 -0.3268 5.3402 -0.048 0.110 0.029 0.110
H -0.5441 0.7933 3.0348 -0.039 0.160 0.004 0.115
H -0.7694 2.4762 1.4691 0.068 -0.007 0.018 0.078
H 0.7829 2.6813 2.3354 -0.009 -0.025 -0.017 0.102
H 0.5708 3.3510 0.6960 -0.058 -0.003 0.068 0.098
```
Forces are in eV/Å.